14
Properties=species:S:1:pos:R:3 method="wB97M-V/def2-TZVPD" gap_ev="8.16 / 8.16" relative_energy_kj_mol=616.6 e_lumo_ev="-0.01 / -0.01" homo_energy_ev="-8.17 / -8.17"
O 1.57 0.59 -0.15
C -0.67 0.47 0.58
C 0.40 1.38 0.02
C -0.48 -0.62 1.43
C 1.16 -0.69 -0.59
C -0.17 -1.01 0.10
H -1.74 0.69 0.11
H -0.86 -1.67 -0.46
H 0.66 2.18 0.72
H 0.99 -0.72 -1.68
H 0.05 1.81 -0.93
H -1.68 0.07 -0.92
H -1.18 -1.08 2.11
H 1.95 -1.40 -0.33

14
Properties=species:S:1:pos:R:3 method="wB97M-V/def2-TZVPD" gap_ev="7.64 / 7.79" relative_energy_kj_mol=637.5 e_lumo_ev="1.03 / 1.01" homo_energy_ev="-6.61 / -6.78"
O -1.14 0.28 1.14
C 0.87 0.32 -0.55
C 1.45 -0.26 0.66
C -1.24 -0.82 0.19
C -0.63 0.09 -0.88
C -1.04 1.12 0.05
H 1.26 1.28 -0.88
H -0.90 0.02 -1.93
H 2.05 0.32 1.35
H 1.79 -0.45 -0.74
H -0.81 2.17 0.19
H -2.29 -1.04 0.00
H -0.70 -1.70 0.54
H 1.34 -1.32 0.85

14
Properties=species:S:1:pos:R:3 method="wB97M-V/def2-TZVPD" gap_ev=10.59 relative_energy_kj_mol=251.0 e_lumo_ev=1.10 homo_energy_ev=-9.50
O -1.74 0.07 0.27
C -0.90 -1.06 -0.55
C -0.81 0.98 0.85
C 0.58 0.44 0.57
C 0.51 -0.91 -0.06
C 1.22 0.32 -0.75
H -1.14 -0.63 -1.50
H 1.30 0.50 1.37
H 0.96 -1.77 0.46
H 0.71 0.55 -1.68
H -1.20 -2.15 -0.60
H -0.91 1.04 1.95
H 2.29 0.59 -0.80
H -0.87 2.02 0.47

14
Properties=species:S:1:pos:R:3 method="wB97M-V/def2-TZVPD" gap_ev=10.58 relative_energy_kj_mol=220.4 e_lumo_ev=0.99 homo_energy_ev=-9.59
O 1.92 -1.28 -0.21
C -0.52 0.94 1.11
C 1.38 -0.20 -0.23
C -0.09 0.02 0.00
C -0.59 -0.56 1.28
C -0.37 -0.10 -1.49
H 0.26 1.50 1.62
H -1.57 -1.02 1.39
H 0.21 -1.04 1.84
H 1.86 0.75 -0.52
H -0.80 -1.07 -1.76
H -1.47 1.48 1.07
H -0.84 0.75 -1.98
H 0.69 -0.13 -1.93

14
Properties=species:S:1:pos:R:3 method="wB97M-V/def2-TZVPD" gap_ev="6.42 / 8.31" relative_energy_kj_mol=398.7 e_lumo_ev="-0.20 / 0.84" homo_energy_ev="-6.62 / -7.47"
O 1.98 -1.66 0.86
C -1.23 1.16 -0.24
C -0.54 0.35 -1.15
C 1.27 -0.61 0.43
C 0.42 -0.68 -0.75
C -1.06 1.31 1.12
H -1.81 1.85 1.68
H -0.81 0.38 -2.20
H 1.99 -2.35 0.17
H -0.24 -1.52 -0.43
H 1.35 0.24 1.10
H 0.99 -1.07 -1.62
H -0.25 0.88 1.70
H -2.06 1.72 -0.67

14
Properties=species:S:1:pos:R:3 method="wB97M-V/def2-TZVPD" gap_ev=10.15 relative_energy_kj_mol=387.2 e_lumo_ev=1.06 homo_energy_ev=-9.09
O 0.19 0.53 1.21
C -1.17 0.44 0.69
C 0.35 -0.27 -0.02
C 1.80 -0.11 -0.54
C -1.00 -1.06 0.73
C -0.67 0.63 -0.73
H -1.28 0.24 -1.56
H -0.29 1.63 -0.93
H -1.05 -1.36 1.80
H 1.91 -0.15 -1.63
H -1.52 -1.77 0.11
H 2.05 0.93 -0.26
H -1.89 1.07 1.22
H 2.57 -0.74 -0.09

14
Properties=species:S:1:pos:R:3 method="wB97M-V/def2-TZVPD" gap_ev=8.69 relative_energy_kj_mol=468.4 e_lumo_ev=-0.35 homo_energy_ev=-9.04
O -0.79 -0.89 -1.87
C 1.13 0.19 -0.96
C 0.08 0.06 0.13
C 1.24 -0.86 0.09
C 0.00 1.13 1.21
C -1.17 -0.40 -0.58
H -0.44 0.73 2.13
H -0.28 -0.17 -2.29
H 2.06 -0.65 0.78
H -0.61 1.98 0.87
H 1.17 -1.90 -0.22
H -1.89 0.42 -0.67
H -1.67 -1.24 -0.08
H 0.99 1.51 1.45

14
Properties=species:S:1:pos:R:3 method="wB97M-V/def2-TZVPD" gap_ev=10.08 relative_energy_kj_mol=319.9 e_lumo_ev=0.93 homo_energy_ev=-9.15
O -1.77 -1.09 -0.20
C 1.25 0.67 -0.45
C 2.38 0.85 0.45
C -0.53 -1.13 -0.87
C -2.17 0.13 0.39
C 0.29 0.09 -0.89
H -2.40 0.89 -0.37
H -3.08 -0.11 0.95
H -0.67 -1.55 -1.87
H 0.14 -1.80 -0.32
H -1.42 0.53 1.08
H 2.82 1.84 0.54
H 2.02 0.54 1.43
H 3.15 0.14 0.13

14
Properties=species:S:1:pos:R:3 method="wB97M-V/def2-TZVPD" gap_ev=10.70 relative_energy_kj_mol=286.8 e_lumo_ev=1.06 homo_energy_ev=-9.65
O 2.38 0.77 0.17
C 1.06 -1.48 -0.32
C -0.08 -1.41 0.33
C -0.07 0.16 0.43
C 1.30 0.18 -0.42
C -1.29 0.85 -0.19
H 1.52 -2.26 -0.85
H -1.03 1.79 -0.50
H -1.40 0.28 -1.19
H -2.18 0.92 0.40
H -0.66 -2.20 0.77
H 0.05 0.62 1.53
H 1.07 0.53 -1.38
H 2.27 0.31 1.05